Entry 1:
{
  "formula": "C41H41N12O2Rb",
  "method": "the ωB97M-V functional and the def2-TZVPD basis",
  "species": ["Rb", "O", "C", "N", "C", "C", "C", "C", "C", "C", "N", "C", "O", "C", "C", "C", "C", "C", "N", "C", "C", "C", "C", "C", "N", "H", "H", "H", "H", "H", "H", "H", "H", "H", "H", "H", "H", "N", "C", "N", "C", "N", "C", "C", "N", "C", "C", "N", "H", "H", "H", "H", "H", "N", "C", "C", "C", "C", "C", "N", "H", "H", "H", "H", "H", "H", "C", "C", "C", "C", "C", "C", "C", "C", "N", "C", "C", "C", "C", "H", "H", "H", "H", "H", "H", "H", "H", "H", "H", "H", "H", "H", "H", "H", "H", "H", "H"],
  "positions_angstrom": [[-0.489, 0.337, -0.283], [-4.236, -0.600, 2.753], [-3.203, -0.044, 2.307], [-3.008, 0.787, 1.303], [-4.129, 1.357, 0.659], [-5.296, 1.668, 1.377], [-6.360, 2.350, 0.814], [-6.287, 2.740, -0.516], [-5.152, 2.444, -1.248], [-4.050, 1.765, -0.700], [-2.860, 1.619, -1.435], [-2.941, 1.412, -2.741], [-3.912, 1.124, -3.473], [-1.621, 1.614, -3.461], [-1.321, 2.880, -3.968], [-0.131, 3.076, -4.637], [0.733, 1.999, -4.795], [0.352, 0.783, -4.262], [-0.792, 0.579, -3.608], [-1.943, -0.311, 3.109], [-1.959, -0.021, 4.478], [-0.802, -0.180, 5.213], [0.340, -0.657, 4.576], [0.250, -0.962, 3.229], [-0.859, -0.797, 2.510], [-5.352, 1.348, 2.407], [-7.241, 2.567, 1.411], [-7.110, 3.271, -0.985], [-5.094, 2.738, -2.286], [-2.021, 3.689, -3.802], [0.146, 4.059, -5.002], [1.701, 2.113, -5.267], [1.007, -0.078, -4.336], [-2.880, 0.329, 4.923], [-0.781, 0.068, 6.268], [1.275, -0.784, 5.105], [1.111, -1.340, 2.685], [-0.912, -4.333, 0.066], [-0.858, -3.000, -0.088], [0.323, -2.559, 0.265], [0.967, -3.691, 0.664], [0.255, -4.797, 0.541], [2.320, -3.694, 1.245], [3.052, -4.876, 1.359], [4.268, -4.908, 1.887], [4.756, -3.739, 2.304], [4.026, -2.566, 2.206], [2.807, -2.538, 1.685], [-1.683, -4.958, -0.094], [-1.695, -2.412, -0.434], [2.631, -5.809, 1.007], [5.753, -3.744, 2.729], [4.428, -1.619, 2.549], [2.763, 1.933, 1.187], [1.774, 2.726, 1.764], [2.102, 3.928, 2.408], [1.077, 4.726, 2.869], [-0.243, 4.315, 2.707], [-0.471, 3.087, 2.110], [0.516, 2.302, 1.669], [3.482, 2.490, 0.742], [2.382, 1.323, 0.459], [3.139, 4.225, 2.500], [1.304, 5.674, 3.344], [-1.073, 4.927, 3.032], [-1.472, 2.683, 1.974], [0.474, 5.043, -1.433], [1.645, 4.228, -1.924], [2.696, 4.831, -2.634], [3.785, 4.053, -3.004], [4.931, 4.678, -3.766], [3.837, 2.695, -2.704], [2.764, 2.020, -2.036], [1.689, 2.886, -1.658], [2.622, 0.724, -1.740], [3.657, -0.242, -2.071], [4.076, -0.272, -3.562], [4.903, -0.096, -1.174], [3.022, -1.602, -1.774], [0.284, 5.894, -2.091], [0.664, 5.432, -0.428], [-0.430, 4.434, -1.385], [2.667, 5.890, -2.871], [4.843, 5.766, -3.783], [4.955, 4.327, -4.801], [5.892, 4.419, -3.313], [4.724, 2.159, -3.007], [0.895, 2.442, -1.074], [4.856, 0.445, -3.812], [3.211, -0.060, -4.191], [4.452, -1.267, -3.823], [5.361, 0.886, -1.289], [5.656, -0.859, -1.403], [4.605, -0.211, -0.128], [2.181, -1.765, -2.453], [2.628, -1.594, -0.762], [3.741, -2.422, -1.890]],
  "gap_ev": 4.95,
  "lumo_energy_ha": 0.1348,
  "charge": -2,
  "homo_ev": -1.3,
  "largest_force_ev_per_a": 0.333,
  "e_tot_ha": -2418.7355
}

Entry 2:
{
  "formula": "C41H41N2",
  "method": "the ωB97M-V functional and the def2-TZVPD basis",
  "species": ["C", "C", "C", "C", "C", "C", "C", "C", "C", "C", "C", "C", "C", "C", "C", "C", "C", "C", "C", "C", "C", "N", "C", "C", "H", "H", "H", "H", "H", "H", "H", "H", "H", "H", "H", "H", "H", "H", "H", "H", "H", "H", "H", "H", "H", "H", "H", "C", "C", "N", "C", "C", "C", "C", "C", "C", "C", "C", "C", "C", "C", "C", "C", "C", "C", "C", "H", "H", "H", "H", "H", "H", "H", "H", "H", "H", "H", "H", "H", "H", "H", "H", "H", "H"],
  "positions_angstrom": [[1.144, -4.199, 1.332], [0.841, -2.960, 1.900], [1.309, -1.774, 1.317], [2.050, -1.821, 0.135], [2.433, -0.553, -0.635], [2.451, 0.681, 0.291], [3.628, 1.142, 0.896], [3.655, 2.379, 1.552], [2.485, 3.127, 1.707], [1.294, 2.644, 1.160], [1.275, 1.356, 0.623], [3.878, -0.671, -1.195], [4.828, -1.489, -0.566], [6.173, -1.453, -0.948], [6.598, -0.550, -1.921], [5.666, 0.297, -2.526], [4.316, 0.249, -2.160], [1.415, -0.398, -1.826], [0.988, -1.692, -2.537], [-0.263, -1.308, -3.337], [-0.718, 0.024, -2.742], [0.127, 0.213, -1.557], [2.417, -3.076, -0.384], [1.964, -4.260, 0.203], [0.739, -5.113, 1.771], [0.258, -2.910, 2.821], [1.115, -0.811, 1.795], [4.543, 0.550, 0.849], [4.610, 2.757, 1.919], [2.495, 4.076, 2.243], [0.389, 3.251, 1.151], [0.324, 0.852, 0.462], [4.543, -2.151, 0.256], [6.877, -2.126, -0.459], [7.648, -0.510, -2.208], [5.981, 1.022, -3.276], [3.620, 0.969, -2.601], [1.910, 0.229, -2.589], [1.802, -2.151, -3.107], [0.660, -2.412, -1.777], [-0.046, -1.199, -4.404], [-1.056, -2.056, -3.223], [-0.558, 0.843, -3.462], [-1.774, 0.050, -2.461], [0.183, 1.210, -1.357], [3.057, -3.148, -1.270], [2.269, -5.220, -0.218], [-1.006, -0.472, 3.575], [-1.476, 0.674, 2.785], [-1.718, 1.876, 3.365], [-1.463, 2.180, 4.765], [-2.262, 2.767, 2.436], [-2.320, 2.096, 1.190], [-2.621, 2.804, 0.034], [-2.880, 4.178, 0.150], [-2.837, 4.830, 1.393], [-2.523, 4.125, 2.566], [-1.865, 0.729, 1.410], [-1.773, -0.284, 0.432], [-2.900, -0.688, -0.352], [-4.160, -0.027, -0.291], [-5.197, -0.374, -1.143], [-5.060, -1.431, -2.048], [-6.202, -1.807, -2.936], [-3.853, -2.142, -2.078], [-2.819, -1.826, -1.211], [-0.976, -1.346, 2.922], [0.000, -0.299, 3.994], [-1.697, -0.697, 4.403], [-1.602, 3.253, 4.910], [-2.164, 1.638, 5.413], [-0.441, 1.887, 5.039], [-2.652, 2.287, -0.925], [-3.104, 4.756, -0.744], [-3.036, 5.901, 1.445], [-2.444, 4.600, 3.543], [-0.904, -0.945, 0.458], [-4.303, 0.776, 0.430], [-6.137, 0.180, -1.093], [-6.007, -2.777, -3.403], [-7.134, -1.859, -2.358], [-6.349, -1.068, -3.734], [-3.746, -2.967, -2.786], [-1.913, -2.439, -1.191]],
  "gap_ev": 6.36,
  "lumo_energy_ha": -0.1680,
  "charge": 1,
  "homo_ev": -10.9,
  "largest_force_ev_per_a": 1.897,
  "e_tot_ha": -1696.2082
}

Entry 3:
{
  "formula": "C41H41N6O8PS2Sc",
  "method": "the ωB97M-V functional and the def2-TZVPD basis",
  "species": ["Sc", "N", "C", "C", "C", "C", "C", "C", "S", "O", "O", "N", "C", "N", "C", "C", "C", "N", "H", "H", "H", "H", "H", "H", "H", "H", "H", "O", "N", "C", "C", "C", "C", "C", "C", "C", "P", "C", "C", "C", "C", "C", "C", "C", "C", "C", "C", "C", "C", "H", "H", "H", "H", "H", "H", "H", "H", "H", "H", "H", "H", "H", "H", "H", "H", "O", "C", "O", "C", "N", "C", "C", "C", "H", "H", "H", "H", "H", "H", "H", "H", "H", "C", "C", "C", "C", "C", "C", "C", "S", "O", "O", "O", "H", "H", "H", "H", "H", "H", "H"],
  "positions_angstrom": [[0.595, 0.229, 0.038], [-5.021, -5.213, -2.441], [-3.883, -4.606, -1.973], [-3.229, -3.637, -2.742], [-2.104, -3.000, -2.256], [-1.614, -3.335, -0.999], [-2.248, -4.305, -0.220], [-3.373, -4.931, -0.706], [-0.245, -2.510, -0.337], [0.339, -1.649, -1.397], [0.637, -3.496, 0.235], [-0.732, -1.370, 0.670], [-0.687, -1.508, 2.062], [-0.213, -0.407, 2.650], [-0.196, -0.408, 3.977], [-0.616, -1.502, 4.712], [-1.059, -2.596, 3.992], [-1.117, -2.610, 2.659], [-5.252, -5.135, -3.414], [-5.369, -6.029, -1.971], [-3.603, -3.392, -3.729], [-1.589, -2.266, -2.863], [-1.860, -4.552, 0.761], [-3.870, -5.687, -0.110], [0.177, 0.490, 4.460], [-0.593, -1.502, 5.792], [-1.392, -3.496, 4.498], [-1.907, 1.272, 0.764], [-1.717, 1.109, -0.590], [-2.670, 0.620, -1.269], [-2.567, 0.381, -2.717], [-3.741, -0.045, -3.332], [-3.770, -0.326, -4.687], [-2.609, -0.189, -5.428], [-1.435, 0.242, -4.822], [-1.386, 0.549, -3.466], [0.187, 1.117, -2.687], [1.452, 0.725, -3.946], [2.158, -0.468, -3.792], [3.126, -0.844, -4.713], [3.410, -0.025, -5.797], [2.714, 1.167, -5.961], [1.740, 1.537, -5.043], [0.026, 2.939, -2.798], [-1.222, 3.564, -2.833], [-1.322, 4.946, -2.847], [-0.174, 5.727, -2.825], [1.070, 5.118, -2.781], [1.169, 3.735, -2.763], [-2.748, 0.864, 1.040], [-3.615, 0.373, -0.783], [-4.637, -0.165, -2.733], [-4.689, -0.654, -5.156], [-2.610, -0.409, -6.488], [-0.542, 0.339, -5.424], [1.927, -1.116, -2.956], [3.655, -1.782, -4.591], [4.169, -0.312, -6.513], [2.927, 1.809, -6.806], [1.203, 2.467, -5.185], [-2.131, 2.977, -2.869], [-2.298, 5.413, -2.879], [-0.251, 6.807, -2.837], [1.971, 5.718, -2.747], [2.149, 3.276, -2.703], [3.363, -2.319, 1.997], [2.887, -1.815, 0.983], [2.035, -0.877, 0.943], [3.425, -2.277, -0.362], [4.115, -3.595, -0.080], [5.488, -3.540, -0.671], [5.847, -2.070, -0.518], [4.542, -1.348, -0.874], [2.615, -2.422, -1.070], [3.554, -4.396, -0.360], [4.137, -3.562, 0.965], [5.414, -3.826, -1.719], [6.137, -4.239, -0.150], [6.672, -1.792, -1.169], [6.140, -1.859, 0.513], [4.450, -1.212, -1.952], [4.463, -0.363, -0.416], [6.722, 1.115, 4.206], [5.586, 1.417, 3.266], [4.306, 0.933, 3.513], [3.252, 1.224, 2.661], [3.493, 2.009, 1.544], [4.761, 2.518, 1.277], [5.797, 2.214, 2.139], [2.246, 2.339, 0.364], [2.396, 3.683, -0.071], [2.362, 1.293, -0.698], [0.926, 1.994, 1.003], [6.471, 0.298, 4.880], [6.961, 1.990, 4.815], [7.626, 0.846, 3.658], [4.128, 0.312, 4.383], [2.262, 0.837, 2.854], [4.923, 3.152, 0.415], [6.787, 2.611, 1.943]],
  "gap_ev": 8.02,
  "lumo_energy_ha": -0.0861,
  "charge": 1,
  "homo_ev": -10.4,
  "largest_force_ev_per_a": 1.020,
  "e_tot_ha": -4415.9080
}

Entry 4:
{
  "formula": "C41H42BF6N3O3S",
  "method": "the ωB97M-V functional and the def2-TZVPD basis",
  "species": ["C", "C", "C", "C", "C", "B", "C", "C", "C", "C", "F", "F", "F", "C", "C", "C", "F", "F", "F", "C", "O", "C", "C", "C", "C", "C", "O", "S", "H", "H", "H", "H", "H", "H", "H", "H", "H", "H", "H", "H", "H", "H", "H", "H", "H", "H", "C", "N", "C", "O", "C", "C", "C", "C", "C", "C", "C", "C", "N", "C", "C", "C", "C", "C", "C", "C", "C", "N", "C", "C", "C", "C", "C", "H", "H", "H", "H", "H", "H", "H", "H", "H", "H", "H", "H", "H", "H", "H", "H", "H", "H", "H", "H", "H", "H", "H", "H"],
  "positions_angstrom": [[-0.724, -2.636, -5.742], [-0.902, -2.452, -4.286], [-2.066, -2.055, -3.627], [-2.015, -2.322, -2.229], [-0.880, -3.068, -1.861], [0.643, 1.534, -0.252], [-0.936, -4.261, -1.052], [0.065, -5.259, -1.112], [0.001, -6.354, -0.264], [1.140, -7.337, -0.183], [0.888, -8.491, -0.872], [2.310, -6.821, -0.679], [1.392, -7.694, 1.122], [-1.108, -6.561, 0.558], [-2.111, -5.607, 0.588], [-3.302, -5.751, 1.492], [-3.502, -4.613, 2.238], [-4.458, -5.960, 0.774], [-3.167, -6.790, 2.360], [-2.038, -4.463, -0.194], [1.804, 1.733, -0.935], [1.720, 1.422, -2.368], [0.420, 1.984, -2.986], [0.532, 3.502, -3.059], [0.235, 1.366, -4.358], [-0.843, 1.662, -2.161], [-0.599, 1.876, -0.761], [0.302, -3.010, -3.169], [-1.693, -2.508, -6.242], [0.006, -1.928, -6.157], [-0.369, -3.660, -5.941], [-2.941, -1.677, -4.166], [-2.805, -2.066, -1.531], [0.910, -5.180, -1.793], [-1.178, -7.432, 1.190], [-2.843, -3.732, -0.171], [2.591, 1.913, -2.817], [1.811, 0.332, -2.507], [-0.420, 3.930, -3.391], [0.772, 3.922, -2.071], [1.320, 3.796, -3.759], [-0.679, 1.762, -4.829], [1.106, 1.579, -4.995], [0.130, 0.276, -4.259], [-1.658, 2.320, -2.497], [-1.164, 0.617, -2.290], [2.217, 4.304, 4.341], [1.186, 3.498, 3.717], [-0.057, 4.038, 3.486], [-0.490, 5.072, 3.990], [-0.784, 3.111, 2.525], [-1.107, 3.797, 1.220], [-1.994, 5.030, 1.230], [-1.657, 6.113, 0.403], [-2.510, 7.216, 0.312], [-3.709, 7.229, 1.038], [-4.053, 6.140, 1.849], [-3.195, 5.037, 1.948], [0.186, 2.000, 2.336], [-0.155, 0.995, 1.485], [0.720, 0.147, 0.691], [0.287, -1.089, -0.083], [1.146, -2.214, 0.170], [0.820, -3.197, 1.138], [1.766, -4.083, 1.609], [3.081, -4.031, 1.125], [4.063, -4.920, 1.661], [4.869, -5.661, 2.079], [3.428, -3.079, 0.158], [2.481, -2.194, -0.325], [1.521, 2.341, 2.879], [2.520, 2.768, 1.802], [2.117, 1.215, 3.742], [1.743, 5.044, 4.992], [2.888, 3.662, 4.923], [2.817, 4.857, 3.596], [-1.711, 2.729, 2.978], [-0.160, 4.066, 0.719], [-1.589, 3.059, 0.566], [-0.715, 6.075, -0.152], [-2.226, 8.063, -0.314], [-4.368, 8.095, 0.972], [-4.981, 6.154, 2.423], [-3.449, 4.179, 2.576], [-1.207, 0.697, 1.510], [1.731, 0.052, 1.109], [-0.756, -1.160, -0.343], [-0.196, -3.205, 1.539], [1.480, -4.814, 2.363], [4.463, -3.019, -0.186], [2.748, -1.441, -1.065], [2.033, 3.427, 1.069], [3.340, 3.314, 2.285], [2.940, 1.899, 1.285], [1.390, 0.921, 4.510], [2.368, 0.342, 3.129], [3.024, 1.584, 4.234]],
  "gap_ev": 5.75,
  "lumo_energy_ha": -0.0227,
  "homo_ev": -6.4,
  "largest_force_ev_per_a": 3.924,
  "e_tot_ha": -2999.7348
}

Entry 5:
{
  "formula": "C41H42FeP2Te",
  "method": "the ωB97M-V functional and the def2-TZVPD basis",
  "species": ["Fe", "C", "C", "C", "C", "C", "C", "C", "C", "C", "H", "H", "H", "H", "H", "H", "H", "H", "H", "H", "H", "H", "H", "H", "H", "P", "P", "C", "C", "C", "C", "C", "C", "C", "C", "C", "C", "C", "C", "C", "C", "C", "C", "C", "C", "C", "C", "C", "C", "C", "C", "C", "C", "H", "H", "H", "H", "H", "H", "H", "H", "H", "H", "H", "H", "H", "H", "H", "H", "H", "H", "H", "H", "H", "H", "Te", "C", "C", "C", "C", "C", "C", "H", "H", "H", "H", "H"],
  "positions_angstrom": [[0.087, 0.218, 1.701], [-1.707, 0.829, -4.474], [-1.722, -0.473, -4.176], [-0.990, -1.520, -4.964], [0.429, -1.136, -5.445], [1.231, -0.300, -4.493], [1.277, 1.034, -4.520], [0.433, 1.906, -5.397], [-1.005, 1.413, -5.662], [1.492, 0.275, 3.178], [-2.336, 1.538, -3.923], [-2.422, -0.859, -3.426], [-1.572, -1.805, -5.857], [-0.900, -2.433, -4.359], [0.975, -2.081, -5.597], [0.369, -0.672, -6.438], [1.913, -0.875, -3.857], [2.101, 1.573, -4.042], [0.927, 2.056, -6.374], [0.368, 2.905, -4.944], [-1.575, 2.296, -5.992], [-1.004, 0.727, -6.520], [1.294, 1.106, 3.878], [2.535, 0.394, 2.810], [1.462, -0.664, 3.761], [-1.475, -0.523, 0.412], [1.752, 0.100, 0.330], [-0.467, -0.754, -1.066], [0.887, -0.627, -1.075], [-2.398, -2.075, 0.665], [-2.702, -2.890, -0.433], [-3.446, -4.059, -0.248], [-3.843, -4.435, 1.042], [-3.490, -3.654, 2.146], [-2.769, -2.474, 1.955], [-2.686, 0.760, -0.099], [-2.221, 2.068, -0.266], [-3.130, 3.109, -0.469], [-4.498, 2.823, -0.563], [-4.957, 1.509, -0.437], [-4.057, 0.471, -0.186], [3.194, -0.970, 0.588], [2.977, -2.272, 1.067], [4.070, -3.099, 1.335], [5.368, -2.642, 1.078], [5.581, -1.350, 0.571], [4.494, -0.505, 0.329], [2.304, 1.785, -0.084], [2.516, 2.746, 0.918], [2.966, 4.021, 0.553], [3.190, 4.321, -0.797], [2.928, 3.372, -1.793], [2.476, 2.104, -1.434], [-1.022, -0.981, -1.979], [1.516, -0.992, -1.895], [-2.357, -2.613, -1.433], [-3.712, -4.672, -1.111], [-4.424, -5.348, 1.183], [-3.779, -3.966, 3.151], [-2.510, -1.841, 2.812], [-1.150, 2.270, -0.197], [-2.777, 4.134, -0.555], [-5.211, 3.632, -0.725], [-6.023, 1.278, -0.524], [-4.407, -0.555, -0.057], [1.960, -2.620, 1.235], [3.907, -4.098, 1.739], [6.223, -3.287, 1.278], [6.594, -0.990, 0.366], [4.644, 0.507, -0.056], [2.333, 2.484, 1.964], [3.150, 4.774, 1.324], [3.562, 5.306, -1.074], [3.082, 3.610, -2.844], [2.255, 1.352, -2.183], [-1.552, 0.596, 3.482], [-0.952, 0.169, 5.510], [-0.925, 1.269, 6.383], [-0.447, 1.093, 7.686], [-0.013, -0.170, 8.114], [-0.053, -1.258, 7.237], [-0.537, -1.100, 5.929], [-1.251, 2.243, 6.023], [-0.417, 1.944, 8.372], [0.351, -0.303, 9.140], [0.290, -2.243, 7.571], [-0.570, -1.935, 5.228]],
  "gap_ev": [4.27, 7.01],
  "spin_multiplicity": 5,
  "lumo_energy_ha": [-0.0046, -0.0095],
  "s2": 6.0663,
  "homo_ev": [-4.4, -7.3],
  "largest_force_ev_per_a": 3.540,
  "e_tot_ha": -3801.7396
}